15
Properties=species:S:1:pos:R:3 method="wB97M-V/def2-TZVPD" total_charge=0 e_homo_ha="-0.26529 / -0.30145" multiplicity=1 homo_lumo_gap_ev="7.6 / 8.1" e_lumo_ev="0.423 / -0.116"
C -0.8135 2.7006 -0.1253
C 0.2291 -2.8168 -0.1788
C -1.4906 1.6456 -0.4287
C 0.3267 -1.6520 -0.9364
C 0.8923 -0.0180 1.1735
C 0.3930 -0.4664 -0.1456
S 1.5578 0.8538 -0.2771
H -1.2793 3.6312 -0.3971
H 0.2178 2.8001 0.0846
H 0.4781 -3.7409 -0.6225
H -0.0533 -2.8224 0.8731
H -2.4805 1.3468 -0.7105
H 0.4802 -1.4825 -1.9629
H 0.0759 0.5718 1.7965
H 1.4663 -0.5511 1.8572

15
Properties=species:S:1:pos:R:3 method="wB97M-V/def2-TZVPD" total_charge=0 e_homo_ha="-0.18901 / -0.32691" multiplicity=3 homo_lumo_gap_ev="5.9 / 7.3" e_lumo_ev="0.730 / -1.628"
C -0.4849 -0.9418 0.2261
C -0.2834 0.1622 0.9361
C -0.0760 -1.0290 -1.1767
C 0.2724 1.2517 0.0606
C 0.6912 0.4281 -1.2791
C -0.9214 -1.0017 1.5789
S -0.0834 -1.7720 3.0261
H 0.7220 -1.6566 -1.4263
H -0.9684 -0.9117 -1.9138
H -0.6014 1.8052 -0.0691
H 1.0810 1.5766 0.6402
H 1.7163 0.1618 -1.3526
H 0.3906 0.9119 -2.2359
H -2.5346 -0.5928 1.8809
H -0.0383 -0.6218 3.8097

16
Properties=species:S:1:pos:R:3 method="wB97M-V/def2-TZVPD" total_charge=0 e_homo_ha=-0.30991 multiplicity=1 homo_lumo_gap_ev=9.2 e_lumo_ev=0.751
C 2.0051 -1.7366 -0.1859
C 0.9673 -1.1359 -0.7484
C 0.3194 0.0987 -0.1995
C -0.6674 0.6916 -1.2245
S -1.4160 2.1379 -0.4395
C -1.5453 1.1743 1.0877
C -0.3076 0.2887 1.1543
S 1.3095 1.1926 0.8767
H 2.3716 -1.4499 0.8230
H 2.5584 -2.5741 -0.6521
H 0.5398 -1.4990 -1.6686
H -0.2035 0.9188 -2.1766
H -1.4722 -0.0794 -1.4206
H -1.6370 1.8922 1.8990
H -2.4480 0.6303 0.9990
H -0.3742 -0.5503 1.8760

16
Properties=species:S:1:pos:R:3 method="wB97M-V/def2-TZVPD" total_charge=0 e_homo_ha=-0.30433 multiplicity=1 homo_lumo_gap_ev=8.9 e_lumo_ev=0.638
S -2.8279 -0.3248 -0.3956
C -1.4541 -0.8219 0.7364
C -0.3692 0.1209 0.7631
C 0.0510 1.3175 0.1028
C 1.4774 1.0589 -0.3841
C 2.0792 -0.1669 -0.3102
S 1.3028 -1.7456 -0.1026
C -0.3331 -1.0029 -0.2173
H -2.9575 -1.5953 -1.1194
H -1.7919 -1.4613 1.6009
H 0.4892 -0.1418 1.6223
H -0.4416 1.4971 -0.7866
H 0.0059 2.2962 0.5810
H 2.1306 1.9091 -0.4113
H 3.2530 -0.0839 -0.4529
H -0.6137 -0.8552 -1.2267

16
Properties=species:S:1:pos:R:3 method="wB97M-V/def2-TZVPD" total_charge=0 e_homo_ha=-0.31301 multiplicity=1 homo_lumo_gap_ev=9.2 e_lumo_ev=0.702
C 1.9989 -0.4748 0.0497
C 0.5131 -0.1137 -0.1277
C -0.2857 -0.5822 -1.0758
C -1.7066 0.0301 -0.8832
C -1.7815 -0.3312 0.7031
C -0.4997 0.6252 0.7967
H 2.4831 2.0758 0.3703
H 2.3090 -1.1101 0.9390
H 2.2748 -1.1137 -0.8636
H 0.0190 -1.3424 -1.8473
H -2.6039 -0.2188 -1.5234
H -2.6651 0.1705 1.1994
H -1.5631 -1.3594 1.0606
H -0.1531 0.9243 1.8392
S 3.0262 1.0139 -0.2507
S -1.3655 1.8065 -0.3863

18
Properties=species:S:1:pos:R:3 method="wB97M-V/def2-TZVPD" total_charge=0 e_homo_ha=-0.30632 multiplicity=1 homo_lumo_gap_ev=9.0 e_lumo_ev=0.631
B -0.6793 0.3753 -0.3883
C -4.0743 -0.5248 0.9712
C -3.5156 0.1962 0.2236
C 1.7897 -0.5721 0.5594
C 1.1494 -1.0996 -0.7176
C 1.4114 0.9820 0.6756
C -2.7129 0.9561 -0.6603
O -0.2851 -0.8332 -0.7766
O 0.1189 1.3690 0.1806
H -4.3691 -1.0048 1.8862
H 1.5292 -1.2100 1.3989
H 2.9119 -0.7182 0.5375
H 1.5934 -0.4839 -1.6135
H 1.0714 -2.1844 -0.8349
H 1.2421 1.2328 1.6906
H 2.2063 1.5745 0.1981
H -2.5778 2.0444 -0.3196
H -2.9500 0.7102 -1.7278

24
Properties=species:S:1:pos:R:3 method="wB97M-V/def2-TZVPD" total_charge=0 e_homo_ha=-0.34045 multiplicity=1 homo_lumo_gap_ev=7.5 e_lumo_ev=-1.731
C 2.1827 -1.4435 0.5177
C 2.7240 -0.5296 -0.6270
C 1.7087 0.5195 -1.1772
Cl 1.6186 0.2868 -2.9843
O 0.3760 0.3430 -0.7061
P -0.1475 1.5647 0.1926
O 0.2078 2.8922 -0.2798
O 0.2946 1.3027 1.7355
I -0.1662 2.8832 2.9005
O -1.8040 1.4616 0.2297
C -2.2925 0.5848 -0.7419
Br -2.2494 1.1007 -2.5836
C -2.7937 -0.5567 -0.3126
C -2.8184 -0.9310 1.1634
Br -3.5396 -1.7929 -1.5955
H 3.0076 -1.5637 1.2440
H 2.0009 -2.4457 0.1076
H 1.3391 -1.0253 1.0786
H 3.5926 0.0242 -0.2369
H 3.0903 -1.1407 -1.4611
H 2.1158 1.5249 -1.0211
H -3.8107 -0.6861 1.5710
H -2.5667 -1.9988 1.2412
H -2.0701 -0.3741 1.7454

20
Properties=species:S:1:pos:R:3 method="wB97M-V/def2-TZVPD" total_charge=0 e_homo_ha=-0.32089 multiplicity=1 homo_lumo_gap_ev=8.6 e_lumo_ev=-0.102
C -0.8303 1.5101 1.9103
N -0.0583 0.3603 1.4368
C 1.2537 0.0997 2.0686
C 0.2519 0.3863 -0.1501
Cl 1.4686 1.6619 -0.5141
N 0.8495 -0.8515 -0.4208
C 0.6323 -1.5394 -1.4596
C -0.4630 -1.2439 -2.4492
Br -1.3690 -2.9317 -2.7007
C -1.2868 -0.1540 -1.8223
N -0.9795 0.5583 -0.8445
H -0.3546 2.4328 1.7245
H -1.7927 1.7008 1.3073
H -1.0646 1.2170 2.8715
H 2.0186 0.9290 1.6434
H 1.0611 0.0821 3.0735
H 1.6839 -0.8238 1.6829
H 1.3189 -2.3434 -1.5177
H -0.0408 -1.0029 -3.4882
H -2.2988 -0.0475 -2.3517

24
Properties=species:S:1:pos:R:3 method="wB97M-V/def2-TZVPD" total_charge=+4 e_homo_ha="-0.87902 / -0.96257" multiplicity=11 homo_lumo_gap_ev="5.9 / 5.6" e_lumo_ev="-18.027 / -20.605"
Eu -1.1215 -1.5356 -1.4108
Rh 0.3435 0.8401 0.8961
Cl -0.3114 -3.9181 -1.0666
Cl -0.8039 2.0026 -0.8245
C 1.7355 1.9447 0.6470
C -0.1618 -2.3357 -3.8596
C -0.3883 0.3795 -3.4585
O 2.5464 2.7088 0.2944
O 0.1730 -2.6560 -4.9104
O -0.1208 1.0508 -4.3469
C -1.7506 -0.2434 3.6305
P -0.9456 -1.1573 2.2995
C 0.8364 -0.9760 2.5353
C -1.4212 -2.8701 2.3836
O -1.3295 -0.6018 0.8923
H -1.4987 -0.6799 4.6119
H -2.8400 -0.2816 3.4817
H -1.4158 0.8045 3.6294
H 1.3055 -1.8525 2.0845
H 1.3494 -0.0534 2.0949
H 1.0242 -0.9538 3.6159
H -2.5205 -2.9396 2.4300
H -1.0609 -3.4289 1.5036
H -0.9993 -3.3372 3.2837

23
Properties=species:S:1:pos:R:3 method="wB97M-V/def2-TZVPD" total_charge=+4 e_homo_ha="-0.87240 / -0.87419" multiplicity=6 homo_lumo_gap_ev="8.4 / 5.8" e_lumo_ev="-15.302 / -17.991"
Pm -1.8402 5.0708 -1.5751
Yb 0.6219 1.0134 -0.6810
Cl 0.6103 5.5035 -1.7261
Cl -1.6184 2.3917 -0.7001
C -0.4164 -0.3054 1.1712
C -1.5936 7.5555 -2.0082
C -3.9269 7.1814 -1.0937
O -0.8418 -0.5700 2.2585
O -1.7219 8.7100 -2.0996
O -4.1707 8.3407 -1.1349
C 2.8987 -2.1998 -2.7540
P 1.6971 -1.4091 -1.6483
C 0.5304 -2.8407 -1.3617
C 2.7173 -1.3795 -0.1023
H 2.5229 -2.4512 -3.7406
H 3.2539 -3.1644 -2.2474
H 3.7682 -1.5537 -2.8585
H 1.0105 -3.8557 -1.1506
H -0.3253 -2.5778 -0.6829
H 0.0107 -3.0148 -2.3039
H 3.3107 -2.3922 -0.0531
H 3.2804 -0.4350 -0.2352
H 2.1017 -1.0292 0.7612

24
Properties=species:S:1:pos:R:3 method="wB97M-V/def2-TZVPD" total_charge=-2 e_homo_ha=-0.07395 multiplicity=1 homo_lumo_gap_ev=7.3 e_lumo_ev=5.300
Y -0.6295 0.3953 0.5899
C -1.6439 -3.5223 2.1535
C -0.9915 -2.2497 1.6434
O -0.2585 -2.1833 0.6265
O -1.1207 -1.2183 2.3593
H -1.0590 -3.9362 2.9717
H -1.8484 -4.3182 1.4299
H -2.6613 -3.2450 2.4462
C -0.6997 1.5692 -3.6262
C -0.8011 1.1306 -2.1885
O -1.1435 1.9606 -1.3126
O -0.3254 0.0105 -1.8440
H -0.3769 0.7815 -4.3135
H 0.0094 2.3870 -3.7476
H -1.6700 1.8813 -4.0269
C 3.5853 1.3011 0.5400
C 2.0831 1.1606 0.7747
O 1.6015 0.2514 1.5102
O 1.2777 1.9619 0.2549
H 3.9303 2.1145 1.1779
H 3.7611 1.5733 -0.4985
H 4.0530 0.3509 0.7860
Cl -3.3047 -0.3475 -0.0489
Cl -1.7675 2.1909 2.3428

20
Properties=species:S:1:pos:R:3 method="wB97M-V/def2-TZVPD" total_charge=0 e_homo_ha=-0.35732 multiplicity=1 homo_lumo_gap_ev=9.9 e_lumo_ev=0.191
C -2.0762 0.7625 1.3697
C -1.4497 0.5714 0.1652
C -1.2427 -0.7594 -0.5424
C 0.1148 -0.9309 -1.3473
C 1.2977 -1.0890 -0.3783
N 1.4346 -0.0422 0.5533
C 2.4628 0.1069 1.1790
Cl 4.0280 -0.8086 1.0593
N -1.0215 1.9191 -0.3748
O -1.4212 2.1857 -1.4980
O -0.4794 2.7004 0.3474
H -2.3316 -0.0011 2.0087
H -2.2274 1.7275 1.9330
H -2.0217 -0.6873 -1.4302
H -1.2585 -1.5804 0.1893
H 0.2264 0.0043 -2.0241
H 0.0467 -1.6274 -2.1792
H 2.1321 -1.0893 -1.0014
H 1.1796 -2.1947 0.0500
H 2.6073 0.8325 1.9208

22
Properties=species:S:1:pos:R:3 method="wB97M-V/def2-TZVPD" total_charge=+1 e_homo_ha=-0.48483 multiplicity=1 homo_lumo_gap_ev=7.2 e_lumo_ev=-6.010
C -1.1383 0.5815 1.2759
C -2.4914 0.0044 -0.9607
C -2.1802 -1.0351 -0.0192
C 0.3840 0.7346 1.4595
C -0.7080 2.0177 -0.4594
C 2.8457 -2.5026 -0.1609
N -1.6030 1.3148 0.1762
N -2.8909 0.4136 -1.9770
N -0.9915 2.7054 -1.5447
O -1.4865 -0.8223 1.0304
O 2.3675 -1.1904 0.0698
S 0.9076 1.9736 0.2267
Cl -2.6930 -2.5844 -0.3292
H -1.6867 0.8197 2.1988
H 0.6455 1.0898 2.4528
H 0.9138 -0.1972 1.2437
H 3.2706 -2.5929 -1.1637
H 1.9941 -3.1733 -0.0687
H 3.6049 -2.7793 0.5743
H -0.2731 3.2054 -2.0439
H -1.9048 2.6023 -1.9691
H 3.1139 -0.5851 -0.0115

no.,DFT total energy (a.u.)
1,-631.355988
2,-631.236119
3,-1029.746990
4,-1029.657317
5,-1029.689086
6,-409.290921
7,-6782.291462
8,-3432.405063
9,-2615.700466
10,-3486.854530
11,-1644.582957
12,-954.025999
13,-1406.818420